The following is a DFT calculation (ωB97M-V with the def2-TZVPD basis set) of C34H83FInO16P4 as an isolated structure in a non-equilibrium geometry.

Structure (ORCA input):
```
! wB97M-V def2-TZVPD RIJCOSX def2/J DEFGRID3
* xyz -1 1
C 1.680 1.665 3.348
C 1.666 0.115 3.304
C 1.693 -0.451 1.884
C 3.091 -0.466 1.243
C 3.096 0.036 -0.211
C 4.257 -0.507 -1.049
C 3.844 -1.638 -2.002
C 2.956 -1.150 -3.170
In 3.455 -2.081 -5.149
C 4.483 -0.624 -6.531
C 3.875 -0.607 -7.890
F 4.586 0.300 -8.763
H 0.733 2.064 3.711
H 2.425 1.987 4.074
H 1.892 2.042 2.349
H 0.708 -0.189 3.736
H 2.441 -0.291 3.954
H 1.356 -1.488 1.955
H 0.984 0.127 1.290
H 3.539 -1.459 1.322
H 3.751 0.201 1.808
H 3.172 1.128 -0.149
H 2.128 -0.158 -0.678
H 4.710 0.304 -1.625
H 5.038 -0.875 -0.372
H 4.764 -2.091 -2.379
H 3.305 -2.383 -1.407
H 3.016 -0.061 -3.252
H 1.924 -1.449 -2.974
H 4.464 -3.543 -4.991
H 1.935 -2.554 -5.999
H 5.544 -0.843 -6.656
H 4.344 0.367 -6.091
H 2.852 -0.230 -7.887
H 3.928 -1.570 -8.399
O -2.945 -2.491 -10.106
P -2.143 -3.615 -9.577
O -2.642 -3.875 -8.056
C -4.009 -4.174 -7.807
C -4.387 -5.563 -8.293
O -0.696 -2.964 -9.292
C -0.347 -1.660 -9.765
C -0.600 -0.606 -8.707
O -1.450 -5.085 -9.805
C -1.782 -5.861 -10.966
C -1.637 -5.075 -12.255
H -4.650 -3.416 -8.267
H -4.146 -4.111 -6.728
H -4.405 -5.599 -9.387
H -5.379 -5.841 -7.936
H -3.664 -6.302 -7.947
H -0.878 -1.429 -10.689
H 0.716 -1.687 -10.006
H -1.624 -0.647 -8.338
H -0.412 0.393 -9.106
H 0.057 -0.770 -7.851
H -2.799 -6.256 -10.869
H -1.104 -6.714 -10.973
H -2.380 -4.272 -12.313
H -1.782 -5.724 -13.119
H -0.651 -4.615 -12.316
O 2.470 -4.080 8.448
P 2.341 -2.609 8.468
O 0.763 -2.277 8.658
C 0.079 -2.780 9.800
C 0.505 -2.077 11.077
O 2.534 -2.183 6.921
C 3.003 -3.109 5.937
C 1.849 -3.765 5.209
O 2.907 -1.150 8.953
C 3.934 -1.078 9.958
C 5.126 -1.957 9.636
H 0.230 -3.859 9.884
H -0.983 -2.608 9.623
H 1.524 -2.364 11.355
H -0.152 -2.347 11.905
H 0.487 -0.995 10.948
H 3.663 -3.851 6.384
H 3.603 -2.535 5.228
H 1.146 -4.229 5.900
H 2.212 -4.528 4.519
H 1.290 -3.020 4.641
H 3.514 -1.341 10.934
H 4.244 -0.035 10.010
H 4.857 -3.018 9.678
H 5.930 -1.790 10.353
H 5.496 -1.752 8.632
O -1.097 7.450 6.591
P -1.390 6.534 5.469
O -0.207 5.429 5.434
C 0.027 4.620 6.585
C -1.085 3.608 6.798
O -0.999 7.403 4.157
C -0.726 8.800 4.238
C 0.760 9.058 4.382
O -2.481 5.685 4.595
C -3.820 5.505 5.092
C -4.470 6.813 5.501
H 0.153 5.248 7.470
H 0.967 4.096 6.414
H -2.004 4.106 7.126
H -0.808 2.885 7.566
H -1.306 3.076 5.873
H -1.287 9.261 5.051
H -1.087 9.244 3.309
H 1.178 8.506 5.224
H 0.955 10.121 4.528
H 1.289 8.726 3.487
H -3.810 4.802 5.929
H -4.389 5.043 4.288
H -3.970 7.245 6.375
H -5.516 6.656 5.761
H -4.409 7.542 4.693
O -2.544 -1.050 -2.283
P -2.917 0.367 -2.455
O -4.548 0.419 -2.432
C -5.237 -0.082 -1.295
C -5.069 0.815 -0.081
O -2.648 0.654 -4.019
C -1.920 -0.282 -4.830
C -2.860 -1.226 -5.545
O -2.681 1.949 -2.096
C -1.785 2.289 -1.021
C -0.431 1.624 -1.166
H -4.905 -1.099 -1.072
H -6.291 -0.132 -1.572
H -4.048 0.755 0.307
H -5.745 0.513 0.720
H -5.267 1.856 -0.339
H -1.189 -0.827 -4.236
H -1.361 0.305 -5.560
H -3.532 -1.722 -4.841
H -2.300 -1.986 -6.090
H -3.485 -0.678 -6.253
H -2.247 2.027 -0.064
H -1.669 3.372 -1.037
H -0.509 0.537 -1.057
H 0.258 1.986 -0.403
H -0.007 1.822 -2.151
*
```

Computed properties:
HOMO level (eV): -4.6
Frontier orbital gap (eV): 6.03
E_tot (Ha): -4204.710741